DFT (ωB97M-V/def2-TZVPD) results for C8H17OP in the gas phase in a non-equilibrium geometry.

XYZ file:
```
27
Properties=species:S:1:pos:R:3:mulliken_charge:R:1
C -2.975 0.091 1.329 -1.653
C -3.377 0.333 -1.093 -1.231
C 2.826 -0.953 1.201 -1.751
C 1.152 0.863 0.530 -1.980
C 2.778 -0.343 -1.149 -1.572
C -2.305 0.479 0.016 0.292
C 0.756 -1.303 -0.210 -1.179
C 1.902 -0.353 0.105 2.318
O -1.764 -2.153 -0.731 -0.731
P -0.950 -0.981 -0.329 0.690
H -3.668 0.878 1.370 0.498
H -3.503 -0.777 1.567 0.373
H -2.435 0.279 2.168 0.476
H -3.533 -0.754 -1.165 0.342
H -4.345 0.811 -0.555 0.284
H -3.181 0.659 -2.083 0.374
H 2.457 -0.901 2.179 0.421
H 3.706 -0.445 1.236 0.497
H 2.968 -2.053 0.919 0.346
H 0.376 0.589 1.175 0.435
H 1.859 1.575 0.930 0.527
H 0.658 1.180 -0.396 0.320
H 3.275 -1.337 -1.274 0.407
H 2.208 -0.313 -2.171 0.297
H 3.336 0.585 -1.127 0.422
H -1.834 1.484 0.025 0.440
H 0.849 -2.222 -0.730 0.338
```

Values from the calculation:
HOMO-LUMO gap (eV): 8.70
Electronic energy (eV): -19904.9854
E_HOMO (eV): -8.06


DFT (ωB97M-V/def2-TZVPD) results for 2 unconnected molecules or ions with the total composition C25H49BF2NO9PS2 in a non-equilibrium geometry.

XYZ file:
```
90
Properties=species:S:1:pos:R:3:mulliken_charge:R:1
C 2.082 -1.448 2.384 -1.057
C 2.499 -1.019 1.023 0.514
O 3.151 -1.705 0.257 -0.506
O 2.025 0.183 0.661 -0.034
C 2.956 1.255 0.436 -0.525
C 2.477 2.451 1.227 -0.983
C 0.984 2.745 0.935 -0.665
C 0.027 2.352 2.076 0.449
C -0.960 3.444 2.514 -2.014
C -2.485 3.275 2.294 -1.703
C -3.222 1.958 2.632 1.805
C -2.575 1.067 3.698 -0.310
C -2.169 1.777 4.950 -0.180
O -2.821 2.301 5.784 -0.499
F -0.816 1.704 5.120 -0.266
O -4.473 2.365 3.216 -1.043
B -5.442 2.599 2.149 1.632
S -5.927 4.483 1.970 1.071
O -4.807 5.391 1.970 -0.648
O -7.020 4.758 2.864 -0.648
F -6.556 4.622 0.504 -0.292
O -4.791 2.082 0.936 -1.143
C -3.855 1.151 1.414 0.920
C -4.515 -0.158 1.872 -1.740
C -5.691 -0.589 0.997 -1.454
C -6.093 -2.074 1.125 1.040
C -6.938 -2.480 -0.108 -1.364
C -4.895 -3.005 1.289 -1.493
P -2.821 0.812 -0.054 0.530
O -2.151 2.199 -0.455 -0.567
O -3.768 0.561 -1.326 -0.543
S -1.589 -0.701 0.105 -0.470
H 2.671 -2.312 2.677 0.362
H 1.033 -1.743 2.354 0.233
H 2.201 -0.645 3.105 0.312
H 3.968 0.948 0.708 0.554
H 2.964 1.495 -0.630 0.182
H 2.640 2.266 2.286 0.391
H 3.081 3.298 0.899 0.329
H 0.866 3.798 0.687 0.826
H 0.714 2.177 0.045 0.069
H -0.465 1.421 1.818 -0.555
H 0.650 2.118 2.941 0.525
H -0.690 4.351 1.973 0.631
H -0.803 3.681 3.562 0.452
H -2.955 3.991 2.962 0.601
H -2.763 3.596 1.298 0.728
H -3.303 0.317 3.996 0.777
H -1.707 0.537 3.315 0.107
H -6.501 2.074 2.451 -0.325
H -4.887 0.014 2.880 0.850
H -3.741 -0.920 1.939 0.275
H -5.541 -0.346 -0.051 0.491
H -6.541 0.016 1.309 0.224
H -6.766 -2.173 1.977 0.307
H -8.005 -2.461 0.102 0.313
H -6.746 -1.833 -0.962 0.356
H -6.693 -3.494 -0.423 0.337
H -4.542 -3.008 2.321 0.316
H -5.152 -4.035 1.051 0.488
H -4.052 -2.683 0.678 0.238
H -1.742 2.071 -1.323 0.395
H -3.797 -0.400 -1.443 0.425
C 7.484 -2.464 -5.503 -1.191
C 5.972 -2.681 -5.610 -0.600
C 5.136 -1.678 -4.817 -0.615
N 4.646 -2.149 -3.472 0.316
C 3.544 -3.137 -3.640 -1.052
C 5.741 -2.706 -2.608 -0.715
C 6.467 -1.480 -2.091 -0.817
C 5.319 -0.497 -1.805 -0.277
C 4.149 -0.954 -2.682 -0.720
H 7.872 -2.688 -4.509 0.244
H 8.009 -3.105 -6.208 0.386
H 7.742 -1.431 -5.738 0.331
H 5.718 -3.708 -5.340 0.256
H 5.692 -2.572 -6.658 0.422
H 4.229 -1.417 -5.362 0.404
H 5.692 -0.757 -4.648 0.588
H 3.916 -4.008 -4.172 0.344
H 2.738 -2.668 -4.198 0.411
H 3.190 -3.426 -2.654 0.428
H 5.247 -3.235 -1.794 0.469
H 6.344 -3.408 -3.176 0.434
H 7.148 -1.082 -2.845 0.277
H 7.057 -1.707 -1.208 0.505
H 5.605 0.533 -2.007 0.525
H 5.011 -0.553 -0.764 0.022
H 3.797 -0.199 -3.381 0.234
H 3.317 -1.296 -2.069 0.363
```

Values from the calculation:
HOMO-LUMO gap (eV): 6.40
Electronic energy (eV): -83710.6958
E_HOMO (eV): -7.31


DFT (ωB97M-V/def2-TZVPD) results for a gas-phase ion, C5H11N2 (charge +1) in a non-equilibrium geometry.

XYZ file:
```
18
Properties=species:S:1:pos:R:3:mulliken_charge:R:1
N 2.242 -0.515 0.371 -0.597
C 0.925 -0.053 0.047 0.837
C -0.115 -1.110 -0.523 -0.779
N -1.382 -0.644 0.163 -0.233
C -1.411 0.830 0.427 -0.725
C 0.041 1.164 0.485 -0.187
C 0.876 1.132 -0.818 -0.945
H 2.798 0.291 0.544 0.249
H 2.442 -1.096 1.141 0.234
H -0.297 -0.989 -1.563 0.342
H 0.061 -2.145 -0.196 0.377
H -1.559 -1.110 1.192 0.429
H -2.252 -0.915 -0.392 0.395
H -1.959 1.032 1.433 0.344
H -1.940 1.265 -0.446 0.307
H 0.357 1.869 1.222 0.445
H 0.276 1.074 -1.801 0.185
H 1.683 1.825 -0.765 0.323
```

Values from the calculation:
HOMO-LUMO gap (eV): 9.52
Electronic energy (eV): -8335.2706
Structure (SMILES): N[C@@]12C[NH2+]C[C@@H]1C2
Charge: +1
E_HOMO (eV): -13.18


DFT (ωB97M-V/def2-TZVPD) results for a molecular structure, C6H6N2OS in a non-equilibrium geometry.

XYZ file:
```
16
Properties=species:S:1:pos:R:3:mulliken_charge:R:1
C -0.356 0.126 -0.122 0.770
C -0.064 -1.326 0.110 0.082
C 0.723 0.925 -0.202 0.535
C -1.151 -2.308 0.094 -0.777
C -2.744 0.221 -0.028 0.420
C 1.006 2.272 -0.155 -1.183
N 1.248 -1.509 0.131 -0.403
N -1.624 0.611 -0.218 -0.353
O 1.948 -0.467 0.035 -0.290
S -4.289 0.288 0.103 -0.332
H -1.282 -2.915 -0.825 0.258
H -1.030 -2.931 1.028 0.289
H -2.102 -1.797 0.238 0.079
H 0.668 2.831 0.763 0.245
H 0.380 2.704 -1.010 0.304
H 1.987 2.613 -0.446 0.355
```

Values from the calculation:
HOMO-LUMO gap (eV): 8.88
Electronic energy (eV): -22177.8122
E_HOMO (eV): -8.82